Here is C51H46ILaPSi2 as an isolated structure at a distorted geometry from the Open Molecules 2025 dataset. Energies are from ωB97M-V/def2-TZVPD.

The geometry in XYZ format:
```
102
Properties=species:S:1:pos:R:3:mulliken_charge:R:1
La 1.0699 -0.9759 0.6406 1.16
C 2.1934 -3.7344 1.2440 -0.36
C 1.3374 -3.8885 0.1694 -0.12
C 1.5333 -3.2173 -1.0360 -0.25
C 2.6587 -2.3965 -1.1164 -0.83
C 3.6161 -2.3459 -0.1191 0.05
C 3.3285 -2.8898 1.1564 -1.02
H 1.9499 -4.2271 2.2024 0.39
H 0.4463 -4.5407 0.3116 0.19
H 0.8276 -3.1847 -1.8578 0.49
H 2.8392 -1.8214 -2.0461 0.39
H 4.5921 -1.8906 -0.2960 0.36
H 4.0390 -2.8553 1.9495 0.59
I 2.5775 -0.4309 3.8868 0.12
C 4.3930 0.6599 4.1111 -0.08
C 5.1948 0.1874 5.1564 -0.59
C 6.4444 0.8143 5.4142 -0.69
C 6.7416 2.0244 4.7725 -0.67
C 5.9368 2.4765 3.7262 0.94
C 6.4371 3.6023 2.9833 -0.93
C 5.7180 4.1137 1.9446 -1.24
C 4.5683 3.4381 1.4671 -0.32
C 4.1103 2.2800 2.1246 1.79
P 2.5104 1.7187 1.4779 -0.12
C 1.3996 3.1256 1.9218 1.16
C 1.3918 4.3436 1.2238 0.04
C 0.8018 5.4479 1.7785 -0.58
C 0.0861 5.3769 2.9913 -0.63
C 0.1044 4.2014 3.6988 -0.55
C 0.7599 3.0834 3.2008 -0.56
C 2.7374 1.7004 -0.3291 0.62
C 4.0407 1.7561 -0.9032 -0.93
C 4.2098 2.1026 -2.2264 -0.89
C 3.1024 2.5601 -2.9895 -0.79
C 1.8456 2.4983 -2.4211 -0.54
C 1.6207 1.9807 -1.1684 0.34
C 4.7192 1.7989 3.3230 -0.10
H 4.9742 -0.8113 5.5724 0.36
H 7.2137 0.3064 6.0071 0.36
H 7.5668 2.6557 5.0535 0.44
H 7.4197 4.1070 3.1848 0.31
H 6.0105 5.0429 1.4789 0.45
H 4.0408 3.7151 0.5313 0.26
H 1.7837 4.4144 0.1735 0.03
H 0.9908 6.4059 1.3094 0.45
H -0.4650 6.2336 3.4157 0.40
H -0.4311 4.0357 4.6379 0.40
H 0.8346 2.1548 3.7376 0.27
H 4.8761 1.5261 -0.2716 0.65
H 5.2021 2.1177 -2.6361 0.50
H 3.2778 3.0194 -3.9523 0.43
H 0.9588 2.7962 -3.0428 0.31
H 0.6004 1.8791 -0.7398 -0.57
C -1.4548 3.2051 -0.5498 -0.38
Si -2.4477 1.6530 -0.1156 0.00
C -2.4777 1.5537 1.7444 -0.87
C -4.1893 1.6338 -0.8685 -0.79
C -1.7312 -0.0263 -0.4853 0.04
C -2.0191 -1.2372 -0.7528 0.52
H -2.0641 4.0531 -0.2226 0.42
H -1.3045 3.2864 -1.6060 0.33
H -0.4950 3.2136 -0.0391 -0.32
H -3.0331 0.6638 2.0244 0.31
H -2.8779 2.4631 2.2043 0.39
H -1.4696 1.4599 2.1209 0.04
H -4.1451 2.1542 -1.8528 0.30
H -4.8678 2.2284 -0.1607 0.35
H -4.6612 0.6650 -0.9724 0.17
C -6.9755 -2.4462 0.9705 -0.77
C -7.1804 -2.6488 -0.3924 -0.58
C -6.0883 -2.5188 -1.3074 -0.48
C -4.8323 -2.1789 -0.7779 0.76
C -4.7216 -1.7933 0.5687 0.11
C -5.8063 -1.8502 1.4166 -0.56
Si -3.2096 -2.3338 -1.6939 -0.41
C -2.8049 -4.2050 -1.8271 0.95
C -3.0022 -4.8869 -0.6498 -0.52
C -2.2538 -6.0711 -0.4429 -0.64
C -1.4806 -6.6339 -1.4087 -0.59
C -1.3398 -5.9330 -2.6613 -0.51
C -2.0944 -4.7907 -2.9162 -0.95
C -3.1764 -1.6192 -3.4360 0.57
C -4.1003 -2.0719 -4.4090 -0.37
C -4.1563 -1.4155 -5.6534 -0.87
C -3.1598 -0.4896 -5.9728 -0.38
C -2.2015 -0.0756 -5.0585 -0.77
C -2.1165 -0.6980 -3.7893 -0.18
H -7.6994 -2.7107 1.6765 0.47
H -8.1831 -2.9162 -0.6891 0.39
H -6.2751 -2.6467 -2.3889 0.29
H -3.7840 -1.3748 0.9285 0.19
H -5.7396 -1.4804 2.4399 0.40
H -3.6201 -4.4972 0.1928 0.28
H -2.2711 -6.5261 0.5230 0.44
H -0.9410 -7.5328 -1.1973 0.42
H -0.6059 -6.2676 -3.3850 0.42
H -2.1076 -4.3690 -3.8893 0.48
H -4.6644 -2.9794 -4.1778 0.45
H -4.9873 -1.6389 -6.3149 0.40
H -3.1177 -0.1148 -7.0039 0.35
H -1.5449 0.7090 -5.4201 0.40
H -1.2568 -0.4546 -3.1490 0.45
```

## Properties
Energy relative to the best compared isomer or geometry (same formula, charge and spin) in kJ/mol: 172.8
Highest occupied orbital energy (alpha / beta) in hartree: -0.2769 / -0.2715
Charge: +1



Here is C14H19BrRh as an isolated structure at a distorted geometry from the Open Molecules 2025 dataset. Energies are from ωB97M-V/def2-TZVPD.

The geometry in XYZ format:
```
35
Properties=species:S:1:pos:R:3:mulliken_charge:R:1
C 1.4108 0.8592 1.6932 -0.64
C 0.0887 0.7655 2.2489 -0.38
C -0.2886 -0.6215 2.2914 -0.73
H -0.5263 1.6141 2.5343 0.37
C 0.7821 -1.3886 1.7669 -0.19
C 1.8007 -0.4932 1.3086 -0.88
H 2.7491 -0.7872 0.8544 0.49
H 1.9964 1.7696 1.5579 0.62
H -1.2557 -1.0127 2.6152 0.37
H 0.7955 -2.4691 1.6098 0.49
Rh 0.2311 0.2329 0.2049 0.15
Br -2.4637 0.2918 0.1514 -0.47
C -0.2308 0.3432 -2.3184 -0.45
C 1.0726 -0.1175 -1.9746 -0.23
C 1.6849 0.8580 -1.1127 -0.72
H 1.5466 -1.0449 -2.2988 0.34
C 0.7137 1.9413 -0.9277 -0.62
C -0.4552 1.5931 -1.6795 -0.63
H -1.3357 2.2190 -1.7721 0.43
H -0.9502 -0.1906 -2.9385 0.53
H 2.7405 0.8998 -0.8491 0.62
H 0.9001 2.8823 -0.4096 0.45
C -3.3906 -3.3811 -1.2728 -1.50
C -2.2446 -3.2518 -0.2642 0.95
C -1.2318 -4.4003 -0.3676 -1.38
C -1.6001 -1.9166 -0.5420 -0.58
H -2.9837 -3.4063 -2.2934 0.29
H -4.0415 -2.5032 -1.2004 0.34
H -4.0067 -4.2800 -1.1465 0.42
H -2.6464 -3.2311 0.7609 0.22
H -0.7673 -4.4145 -1.3555 0.26
H -0.4372 -4.2648 0.3666 0.29
H -1.6662 -5.3887 -0.1985 0.43
H -0.7314 -1.7140 0.1150 0.29
H -1.3939 -1.6805 -1.5954 0.09
```

## Properties
Multiplicity: 5
Highest occupied orbital energy (alpha / beta) in hartree: -0.0595 / -0.1423
Charge: -1



Here is one molecule with the formula CH4FOP at a distorted geometry from the Open Molecules 2025 dataset. Energies are from ωB97M-V/def2-TZVPD.

The geometry in XYZ format:
```
8
Properties=species:S:1:pos:R:3:mulliken_charge:R:1
O 0.5230 0.2251 -1.6011 -0.40
C -0.1864 0.9493 -0.7589 -0.21
P 0.1752 1.2024 0.9620 0.16
F 1.8846 1.4742 0.5819 -0.45
H 1.1050 -0.3110 -1.0135 0.34
H -0.8068 1.5109 -1.3745 0.43
H -1.2654 1.5128 1.5440 0.10
H 0.6410 -0.0933 1.2427 0.03
```

## Properties
Energy relative to the best compared isomer or geometry (same formula, charge and spin) in kJ/mol: 418.8
SMILES: OC=[PH2]F
Highest occupied orbital energy (alpha / beta) in hartree: -0.2973 / -0.2974



Here is one molecule with the formula C2H5NO at a distorted geometry from the Open Molecules 2025 dataset. Energies are from ωB97M-V/def2-TZVPD.

The geometry in XYZ format:
```
9
Properties=species:S:1:pos:R:3:mulliken_charge:R:1
C -0.6266 0.2061 0.0997 -0.91
C 0.7942 0.0704 -0.5310 0.17
N 1.8753 -0.6778 0.0704 -0.42
O 1.9575 0.7215 0.0256 -0.28
H -0.6215 0.1657 1.2080 0.32
H -1.3845 -0.4786 -0.3541 0.28
H -1.0502 1.1530 -0.2784 0.26
H 0.8783 -0.0974 -1.5797 0.34
H 1.3766 -0.8530 1.0139 0.25
```

## Properties
Energy relative to the best compared isomer or geometry (same formula, charge and spin) in kJ/mol: 353.1
SMILES: C[C@@H]1NO1
Highest occupied orbital energy in hartree: -0.3634



Here is a 2-piece molecular cluster, C33H39O3 overall at a distorted geometry from the Open Molecules 2025 dataset. Energies are from ωB97M-V/def2-TZVPD.

The geometry in XYZ format:
```
75
Properties=species:S:1:pos:R:3:mulliken_charge:R:1
C -6.3355 1.7136 5.7389 -0.82
O -6.4883 2.5257 4.5980 -0.46
C -5.4560 2.4302 3.6843 1.02
C -5.5490 3.1978 2.5097 -0.60
C -4.5765 3.1511 1.5510 -0.60
C -3.4418 2.3336 1.7062 0.63
C -2.4384 2.2934 0.6868 -0.70
C -1.3032 1.5421 0.7820 0.40
C -0.2930 1.4779 -0.1839 -0.50
C 0.8542 0.7091 -0.0435 -0.12
C 1.8595 0.7151 -1.0553 0.05
C 2.9960 -0.0122 -0.9441 -0.59
C 4.0870 -0.0062 -2.0124 2.46
C 5.4026 0.4593 -1.3703 -1.84
C 3.7596 0.9357 -3.1873 -1.92
C 4.2404 -1.4338 -2.5557 -1.72
C 3.2077 -0.8498 0.2298 1.78
O 4.2221 -1.5327 0.3397 -0.84
C 2.1888 -0.8558 1.2682 -1.01
C 2.4159 -1.7358 2.4966 2.23
C 2.5391 -3.1962 2.0385 -1.71
C 1.2610 -1.6451 3.5139 -2.11
C 3.7074 -1.2915 3.1988 -1.71
C 1.0778 -0.1019 1.1098 -0.55
C -3.3464 1.5714 2.8894 -0.96
C -4.3212 1.6182 3.8457 -0.40
H -7.2041 1.8511 6.3849 0.23
H -6.2769 0.6645 5.4434 0.34
H -5.4378 2.0065 6.2862 0.33
H -6.4148 3.8234 2.3840 0.41
H -4.6709 3.7494 0.6603 0.41
H -2.5877 2.8860 -0.2008 0.38
H -1.1649 0.9628 1.6737 -0.30
H -0.4047 2.0593 -1.0816 0.29
H 1.7008 1.3294 -1.9219 0.45
H 5.6807 -0.1920 -0.5441 0.35
H 6.2164 0.4531 -2.0929 0.45
H 5.2997 1.4690 -0.9757 0.34
H 2.8389 0.6355 -3.6869 0.28
H 3.6483 1.9647 -2.8453 0.37
H 4.5602 0.9169 -3.9278 0.41
H 3.3079 -1.7734 -3.0041 0.23
H 5.0254 -1.4864 -3.3078 0.47
H 4.4934 -2.1242 -1.7530 0.35
H 3.3726 -3.3119 1.3480 0.36
H 2.7038 -3.8594 2.8865 0.44
H 1.6316 -3.5137 1.5259 0.36
H 1.1383 -0.6270 3.8830 0.39
H 0.3186 -1.9689 3.0726 0.40
H 1.4596 -2.2859 4.3741 0.43
H 3.6302 -0.2544 3.5231 0.34
H 3.9074 -1.9087 4.0735 0.44
H 4.5585 -1.3706 2.5251 0.35
H 0.3350 -0.1123 1.8814 0.42
H -2.4930 0.9380 3.0494 0.45
H -4.2225 1.0262 4.7369 0.40
C -4.0993 -0.2793 -1.3858 -1.38
C -2.9920 -0.0950 -2.3719 0.97
C -2.0746 -1.1640 -2.5717 -1.28
C -1.0070 -1.1434 -3.4903 1.13
C -0.7538 -0.0065 -4.2778 -0.67
C 0.2538 0.0059 -5.2039 -0.65
C 1.0445 -1.1148 -5.3837 -0.36
C 0.8445 -2.2403 -4.6023 -0.38
C -0.1612 -2.2626 -3.6672 -0.66
O -2.9288 0.9640 -2.9827 -0.82
H -3.7572 -0.7975 -0.4905 0.26
H -4.4867 0.6957 -1.0884 0.27
H -4.9121 -0.8531 -1.8302 0.40
H -2.2403 -2.0670 -2.0150 0.20
H -1.3740 0.8589 -4.1354 0.55
H 0.4225 0.8851 -5.8013 0.37
H 1.8250 -1.1095 -6.1251 0.36
H 1.4863 -3.0986 -4.7234 0.41
H -0.3091 -3.1380 -3.0581 0.32
```

## Properties
Energy relative to the best compared isomer or geometry (same formula, charge and spin) in kJ/mol: 181.5
Highest occupied orbital energy in hartree: -0.0958
Charge: -1



Here is C48H67IrN2OP2Si as an isolated structure at a distorted geometry from the Open Molecules 2025 dataset. Energies are from ωB97M-V/def2-TZVPD.

The geometry in XYZ format:
```
122
Properties=species:S:1:pos:R:3:mulliken_charge:R:1
Ir 0.0621 -0.4052 -0.0180 1.37
C -0.8088 2.6661 -2.2715 -1.48
Si -0.1017 1.9148 -0.7382 1.27
C 1.5783 2.6134 -0.3953 0.33
C 1.8630 3.9113 -0.8280 -0.42
C 3.0874 4.5034 -0.5432 -0.94
C 4.0479 3.7927 0.1656 -0.99
C 3.7833 2.4990 0.5891 -0.53
C 2.5528 1.9020 0.2989 0.16
P 2.2467 0.1993 0.7945 -0.10
C 3.1257 -0.0462 2.3968 0.07
C 2.9462 -1.4696 2.9497 -1.95
C 1.5272 -1.7044 3.4623 0.98
C 1.1562 -0.6515 4.5104 -0.98
C 1.2813 0.7642 3.9476 0.51
C 2.7029 0.9988 3.4408 -1.82
C 3.0755 -0.8688 -0.4354 0.62
C 4.6005 -0.6461 -0.4883 -0.51
C 5.1641 -1.1413 -1.8388 -1.02
C 4.3268 -2.2848 -2.4089 -0.91
C 2.9128 -1.7919 -2.7748 -0.46
C 2.4468 -0.6734 -1.8233 -0.10
C -1.1957 2.4204 0.7301 0.44
C -1.1272 3.7556 1.1327 -0.48
C -2.0603 4.2662 2.0284 -0.99
C -3.0531 3.4446 2.5490 -0.88
C -3.0928 2.1015 2.2043 -0.83
C -2.1584 1.5906 1.3053 0.68
P -2.1374 -0.1278 0.8095 -1.81
C -2.8211 -1.1457 2.1483 0.81
C -2.0273 -0.8679 3.4287 0.11
C -2.5809 -1.7036 4.5836 -1.40
C -2.5205 -3.1915 4.2550 -0.32
C -3.2843 -3.4828 2.9661 -1.38
C -2.7414 -2.6466 1.8051 0.44
C -3.1530 -0.1270 -0.7244 1.28
C -4.6551 0.0683 -0.4064 -0.92
C -5.4319 -1.2416 -0.5334 -0.23
C -5.3225 -1.8360 -1.9560 -0.88
C -4.0172 -1.4278 -2.6623 -1.24
C -2.8863 -1.3386 -1.6406 0.64
H -1.1355 3.6815 -2.0333 0.46
H -1.6763 2.1200 -2.6521 0.46
H -0.0666 2.7081 -3.0720 0.47
H 1.1279 4.4747 -1.3938 0.51
H 3.2869 5.5164 -0.8698 0.50
H 5.0074 4.2425 0.3860 0.50
H 4.5483 1.9712 1.1460 0.40
H 4.1682 0.1050 2.1017 1.08
H 3.6488 -1.5957 3.7767 0.55
H 3.2221 -2.2122 2.1950 0.44
H 1.4449 -2.7024 3.8932 0.41
H 0.8248 -1.6541 2.6159 -0.66
H 1.8339 -0.7511 5.3645 0.62
H 0.1539 -0.8275 4.8875 0.06
H 1.0435 1.5011 4.7146 0.59
H 0.5652 0.9104 3.1212 -0.46
H 3.3918 0.9232 4.2873 0.61
H 2.8075 2.0069 3.0406 0.47
H 2.8569 -1.8900 -0.1033 -0.17
H 5.0779 -1.1805 0.3349 0.37
H 4.8388 0.4120 -0.3856 0.06
H 6.1947 -1.4595 -1.6886 0.54
H 5.1853 -0.3213 -2.5612 0.37
H 4.2700 -3.0965 -1.6763 0.22
H 4.8090 -2.6939 -3.2946 0.63
H 2.2177 -2.6301 -2.7319 -0.27
H 2.8987 -1.4113 -3.7968 0.52
H 1.3318 -0.6769 -1.7722 -0.68
H 2.7268 0.3105 -2.2070 0.60
H -0.3573 4.4118 0.7387 0.51
H -2.0143 5.3108 2.3111 0.47
H -3.7850 3.8452 3.2390 0.48
H -3.8509 1.4623 2.6453 0.45
H -3.8686 -0.8459 2.2639 1.40
H -2.0492 0.1914 3.6896 0.78
H -0.9892 -1.1431 3.2464 -1.00
H -3.6190 -1.4132 4.7752 0.39
H -2.0133 -1.4889 5.4905 0.52
H -2.9439 -3.7689 5.0772 0.43
H -1.4761 -3.5031 4.1370 0.03
H -4.3468 -3.2603 3.1130 0.44
H -3.2049 -4.5369 2.7093 0.51
H -3.3077 -2.8713 0.9001 0.39
H -1.6958 -2.9181 1.6212 -0.83
H -2.7867 0.7675 -1.2350 -0.32
H -5.0467 0.7910 -1.1249 0.63
H -4.8096 0.5166 0.5777 0.39
H -6.4749 -1.0597 -0.2813 0.65
H -5.0644 -1.9602 0.2057 -0.23
H -6.1712 -1.5164 -2.5590 0.42
H -5.3850 -2.9232 -1.8958 0.36
H -4.1340 -0.4525 -3.1453 0.36
H -3.7728 -2.1393 -3.4504 0.45
H -1.9103 -1.2209 -2.1326 -0.05
H -2.8513 -2.2704 -1.0683 -0.33
C -0.0926 -6.8418 -1.9625 -0.95
N -0.2096 -5.3829 -1.9033 -0.16
N -0.0400 -4.6825 -0.7360 1.10
C -0.0124 -3.3561 -1.0323 0.57
O 0.1416 -2.4538 -0.0975 -0.27
C -0.1915 -3.2403 -2.4121 -1.33
C -0.2997 -4.5237 -2.9195 0.58
C -0.4713 -4.9708 -4.3296 -1.98
C -0.1300 -5.3071 0.5535 -0.29
C -1.2101 -6.1280 0.8412 0.13
C -1.2873 -6.7381 2.0851 -0.85
C -0.3022 -6.5097 3.0368 -0.60
C 0.7600 -5.6653 2.7443 -0.56
C 0.8539 -5.0621 1.4981 -0.23
H 0.6119 -7.1834 -1.2097 0.34
H 0.2790 -7.1170 -2.9450 0.45
H -1.0495 -7.3315 -1.7986 0.35
H -0.2521 -2.3205 -2.9716 0.49
H -0.7606 -4.1264 -4.9501 0.45
H -1.2296 -5.7489 -4.4140 0.46
H 0.4644 -5.3703 -4.7296 0.41
H -1.9971 -6.2856 0.1112 0.51
H -2.1135 -7.4033 2.3033 0.47
H -0.3590 -7.0001 4.0008 0.48
H 1.5383 -5.5053 3.4811 0.48
H 1.6941 -4.4247 1.2493 0.37
```

## Properties
Energy relative to the best compared isomer or geometry (same formula, charge and spin) in kJ/mol: 116.2
Multiplicity: 2
Highest occupied orbital energy (alpha / beta) in hartree: -0.6002 / -0.5998
Charge: +3



Total energy: -3220.2971 -3229.2299 -556.8360 -209.0878 -1506.5952 -3129.7033 (Eh)